{
  "formula": "C6H16CdIO2",
  "method": "the ωB97M-V functional and the def2-TZVPD basis",
  "de_lowest_kj_mol": 669.78,
  "homo_energy_ev": -13.00,
  "total_charge": 1,
  "orbital_gap_ev": 5.47,
  "largest_force_ha_per_bohr": 0.2646,
  "species": ["Cd", "I", "C", "C", "C", "O", "H", "H", "H", "H", "H", "H", "H", "H", "C", "C", "C", "O", "H", "H", "H", "H", "H", "H", "H", "H"],
  "coordinates": [[3.1040, 2.5012, 2.0263], [1.4529, 1.2359, 1.8137], [-2.4396, 1.2073, -1.2350], [-1.0978, 0.9159, -0.5187], [0.0899, 1.6967, -1.2245], [-0.8563, 1.2663, 0.8320], [-2.8039, 2.2204, -1.0647], [-3.2020, 0.5540, -0.8107], [-2.4451, 1.0398, -2.3121], [-1.0661, -0.1599, -0.6910], [-0.1162, 2.7607, -1.3407], [0.0140, 1.2100, -2.1968], [1.0104, 1.3863, -0.7300], [-0.0093, 1.0048, 1.2004], [-0.5559, -1.7685, 0.9694], [0.9624, -2.0367, 0.7235], [1.4002, -1.2507, -0.4786], [1.7206, -1.6530, 1.7889], [-0.7469, -0.7291, 1.2364], [-0.7061, -2.4257, 1.8259], [-1.2241, -2.0726, 0.1636], [1.1122, -3.0918, 0.4946], [2.4892, -1.2157, -0.4460], [1.0895, -0.2063, -0.4509], [1.0331, -1.6930, -1.4048], [1.7907, -0.6964, 1.8299]],
  "lowdin_charge": [0.976, 1.039, -0.024, -0.453, -0.073, -0.228, 0.083, 0.083, 0.092, 0.094, 0.093, 0.088, -0.030, -0.378, -0.032, -0.511, -0.084, -0.101, 0.044, 0.091, 0.094, 0.151, 0.095, -0.026, 0.108, -0.190]
}